Entry 1:
Below is C50H30I5N9OS3W as an isolated structure, with properties calculated with ωB97M-V/def2-TZVPD.

Results
Spin multiplicity: 3
HOMO energy (spin up / spin down) (eV): -5.9 / -6.7
<S²>: 2.13
Orbital gap (spin up / spin down) (eV): 5.0608 / 5.1944
Charge: 0

Geometry (Å):
W  -0.583  -0.629  -0.222
I  -6.415  7.481  0.012
C  -5.097  5.868  -0.023
C  -3.733  6.098  -0.126
C  -2.862  5.020  -0.145
C  -3.334  3.713  -0.065
C  -4.705  3.506  0.046
C  -5.589  4.575  0.066
C  -2.382  2.567  -0.065
C  -1.691  2.262  -1.237
C  -1.928  2.999  -2.425
C  -1.206  2.409  -3.412
C  -0.523  1.322  -2.822
C  0.274  0.459  -3.593
C  0.137  0.587  -5.075
C  1.040  1.335  -5.820
C  0.898  1.458  -7.195
C  -0.160  0.822  -7.827
I  -0.383  0.999  -9.891
C  -1.077  0.077  -7.099
C  -0.924  -0.033  -5.725
C  1.102  -0.463  -3.035
N  1.252  -0.622  -1.667
C  2.245  -1.567  -1.308
C  2.915  -1.560  0.052
C  4.403  -1.746  0.074
C  5.041  -2.951  0.344
C  6.426  -3.049  0.295
C  7.184  -1.933  -0.022
I  9.259  -2.077  -0.102
C  6.567  -0.716  -0.283
C  5.185  -0.630  -0.229
C  2.416  -0.781  1.176
C  3.122  -0.820  2.395
C  2.205  -0.524  3.372
C  0.991  -0.258  2.717
N  1.129  -0.389  1.342
C  -0.174  0.135  3.369
C  -1.203  0.725  2.691
C  -2.186  1.544  3.331
C  -2.768  2.292  2.370
C  -2.163  1.910  1.126
N  -1.241  0.904  1.308
C  -0.244  0.017  4.851
C  0.198  1.043  5.679
C  0.125  0.922  7.058
C  -0.397  -0.238  7.612
I  -0.510  -0.430  9.684
C  -0.844  -1.271  6.803
C  -0.763  -1.137  5.425
C  2.803  -2.102  -3.683
C  1.781  -1.329  -3.993
N  -0.798  1.218  -1.473
H  -3.350  7.107  -0.185
H  -1.796  5.195  -0.220
H  -5.089  2.496  0.116
H  -6.652  4.397  0.147
H  -2.583  3.849  -2.505
H  -1.141  2.695  -4.446
H  1.861  1.831  -5.317
H  1.603  2.044  -7.766
H  -1.904  -0.410  -7.595
H  -1.634  -0.607  -5.141
H  4.460  -3.819  0.623
H  6.907  -3.993  0.511
H  7.156  0.157  -0.524
H  4.697  0.320  -0.415
H  4.155  -1.091  2.521
H  2.362  -0.472  4.436
H  -2.347  1.585  4.394
H  -3.500  3.071  2.488
H  0.605  1.943  5.236
H  0.475  1.722  7.694
H  -1.244  -2.175  7.240
H  -1.098  -1.945  4.786
H  3.337  -2.792  -4.314
H  1.422  -1.336  -5.009
N  -3.594  -1.128  2.288
C  -2.772  -2.158  2.077
N  -1.671  -2.181  1.341
C  -1.159  -3.477  1.326
C  -1.791  -4.393  2.082
S  -3.153  -3.666  2.837
C  0.033  -3.644  0.530
C  0.706  -4.775  0.267
S  2.171  -4.418  -0.641
C  1.854  -2.656  -0.408
N  0.548  -2.464  0.076
N  3.280  -1.988  -2.315
H  -3.685  -0.415  1.567
H  -4.450  -1.320  2.781
H  -1.536  -5.425  2.233
H  0.479  -5.780  0.571
H  3.630  -2.904  -2.015
H  4.086  -1.353  -2.243
O  -4.829  0.247  0.148
S  -3.845  0.047  -0.916
N  -2.501  -0.454  -0.603
I  -1.318  -2.480  -2.376


Entry 2:
Below is C50H32BrIN4W as an isolated structure, with properties calculated with ωB97M-V/def2-TZVPD.

Results
Spin multiplicity: 3
HOMO energy (spin up / spin down) (eV): -12.5 / -12.5
<S²>: 2.07
Orbital gap (spin up / spin down) (eV): 5.2766 / 5.3088
Charge: +2

Geometry (Å):
W  0.236  0.158  -0.486
C  -4.961  5.448  0.424
C  -4.281  5.482  -0.786
C  -3.337  4.513  -1.081
C  -3.084  3.492  -0.168
C  -3.784  3.445  1.035
C  -4.712  4.430  1.334
C  -2.077  2.440  -0.464
C  -0.732  2.859  -0.599
C  -0.263  4.190  -0.519
C  1.051  4.224  -0.921
C  1.471  2.897  -1.156
N  0.377  2.068  -0.987
C  2.801  2.413  -1.289
C  3.166  1.122  -0.937
C  4.500  0.664  -0.626
C  4.395  -0.534  -0.003
C  2.999  -0.900  0.008
C  2.477  -2.180  0.286
C  3.266  -3.006  1.230
C  3.594  -4.349  1.033
C  4.230  -5.071  2.029
C  4.551  -4.469  3.238
C  4.268  -3.126  3.432
C  3.636  -2.400  2.436
C  1.286  -2.653  -0.317
N  0.289  -1.821  -0.809
C  -0.700  -2.618  -1.410
C  -1.999  -2.225  -1.703
C  -2.909  -3.230  -2.315
C  -2.766  -3.560  -3.658
C  -3.615  -4.495  -4.233
C  -4.594  -5.109  -3.467
C  -4.735  -4.784  -2.125
C  -3.898  -3.841  -1.548
C  -2.538  -0.957  -1.385
C  -3.900  -0.517  -1.425
C  -3.930  0.768  -0.958
C  -2.577  1.151  -0.678
N  -1.778  0.058  -0.898
C  -0.253  -3.972  -1.325
C  0.905  -3.999  -0.612
N  2.286  0.130  -0.545
C  3.873  3.330  -1.752
C  4.521  3.032  -2.949
C  5.480  3.896  -3.455
C  5.813  5.049  -2.761
C  5.195  5.333  -1.551
C  4.224  4.482  -1.049
H  -5.685  6.215  0.657
H  -4.491  6.264  -1.504
H  -2.810  4.535  -2.027
H  -3.591  2.643  1.738
H  -5.244  4.402  2.275
H  -0.857  5.029  -0.198
H  1.679  5.095  -0.984
H  5.401  1.217  -0.836
H  5.195  -1.150  0.373
H  3.430  -4.822  0.077
H  4.490  -6.106  1.853
H  5.033  -5.043  4.018
H  4.538  -2.641  4.360
H  3.402  -1.356  2.603
H  -2.000  -3.081  -4.255
H  -3.511  -4.742  -5.281
H  -5.247  -5.846  -3.915
H  -5.496  -5.266  -1.527
H  -4.001  -3.590  -0.499
H  -4.732  -1.110  -1.767
H  -4.791  1.407  -0.854
H  -0.792  -4.818  -1.719
H  1.443  -4.885  -0.336
H  4.257  2.134  -3.495
H  5.966  3.666  -4.393
H  6.560  5.722  -3.158
H  5.476  6.215  -0.992
H  3.773  4.691  -0.087
Br  -3.149  -0.911  1.840
C  -2.340  -0.979  3.532
C  -3.052  -1.520  4.594
C  -2.481  -1.582  5.853
C  -1.199  -1.105  6.072
C  -0.470  -0.565  5.025
C  -1.057  -0.508  3.771
I  0.212  0.372  2.302
H  -4.054  -1.891  4.427
H  -3.046  -2.008  6.671
H  -0.759  -1.150  7.058
H  0.530  -0.188  5.190


We obtain relative energy (zero: lowest compared OMol25 entry of this formula, charge and spin) values of 47.2; 25.1 kcal/mol for the records listed above, in that order.
We obtain E values of -142628.72284; -138284.89297 eV for the records listed above, in that order.